ORCA calculation (wB97M-V/def2-TZVPD) on a cluster of 9 separate species, C28H38O27 in total in a non-equilibrium geometry.

Last column: Löwdin charge in e.
Element x y z (Å)
C 0.584 5.311 -2.460  -0.08
C 0.787 6.405 -1.383  -0.12
O 0.986 5.721 -0.232  0.14
C 0.483 4.582 -0.275  -0.62
O 0.319 3.858 0.719  0.12
O 0.285 4.283 -1.540  0.06
H 1.505 5.046 -2.980  0.13
H -0.124 5.383 -3.285  0.13
H -0.026 7.130 -1.334  0.13
H 1.736 6.882 -1.628  0.14
C -1.575 -5.213 0.016  -0.14
C -3.042 -4.957 0.179  -0.16
O -3.193 -4.037 1.194  0.06
C -1.925 -3.664 1.652  -0.46
O -1.717 -2.766 2.438  0.14
O -0.994 -4.487 1.090  0.05
H -1.122 -4.887 -0.920  0.11
H -1.467 -6.296 0.066  0.13
H -3.581 -5.821 0.567  0.14
H -3.510 -4.546 -0.716  0.14
C 0.145 0.750 0.222  -0.15
C -1.165 1.062 -0.395  -0.12
O -1.655 -0.233 -0.588  0.10
C -0.709 -1.112 -0.671  -0.57
O -0.843 -2.243 -1.069  0.14
O 0.417 -0.528 -0.222  0.07
H 0.055 0.758 1.308  0.13
H 0.889 1.460 -0.140  0.13
H -1.203 1.578 -1.354  0.11
H -1.862 1.444 0.351  0.14
C 3.379 -2.867 0.996  -0.13
C 4.338 -1.741 1.512  -0.06
O 5.518 -2.486 1.623  0.10
C 5.517 -3.585 1.001  -0.55
O 6.428 -4.410 0.793  0.11
O 4.265 -3.787 0.442  0.02
H 2.603 -2.486 0.333  0.12
H 2.850 -3.428 1.767  0.13
H 4.141 -1.274 2.477  0.12
H 4.628 -0.882 0.908  0.14
C -0.500 1.794 -4.013  -0.17
C -0.126 0.934 -5.243  -0.08
O 1.124 0.594 -4.799  0.10
C 1.230 0.748 -3.522  -0.63
O 2.234 0.377 -2.922  0.14
O 0.136 1.167 -3.061  0.10
H -1.519 1.510 -3.751  0.13
H -0.431 2.880 -4.088  0.14
H 0.051 1.453 -6.185  0.14
H -0.727 0.041 -5.407  0.14
C -2.746 4.178 4.143  -0.12
C -1.720 3.121 3.664  -0.12
O -2.193 1.918 4.218  0.11
C -2.736 2.250 5.321  -0.61
O -2.932 1.449 6.203  0.16
O -3.116 3.566 5.343  0.06
H -3.573 4.266 3.438  0.13
H -2.170 5.086 4.321  0.13
H -0.678 3.391 3.834  0.14
H -1.720 2.945 2.589  0.11
C 0.918 -1.615 3.519  -0.15
C 0.031 -2.134 4.634  -0.10
O 0.836 -1.738 5.732  0.08
C 2.084 -1.523 5.333  -0.63
O 3.008 -1.454 6.148  0.11
O 2.153 -1.495 4.084  0.11
H 0.500 -0.672 3.166  0.12
H 0.977 -2.221 2.615  0.12
H -0.289 -3.175 4.692  0.14
H -0.759 -1.384 4.623  0.13
C -2.814 6.000 -1.117  -0.08
C -4.205 5.525 -0.571  -0.04
O -4.274 4.132 -1.022  0.08
C -3.326 3.933 -1.938  -0.51
O -3.073 2.845 -2.533  0.08
O -2.580 5.020 -2.136  0.04
H -1.927 6.057 -0.486  0.12
H -2.919 6.997 -1.543  0.13
H -5.090 6.058 -0.918  0.14
H -4.067 5.511 0.510  0.12
C 1.542 -5.493 -1.163  0.01
C 1.289 -4.544 -2.396  -0.22
C 2.553 -3.717 -2.730  -0.15
O 3.037 -4.300 -3.855  0.06
C 2.193 -5.346 -4.266  -0.55
O 2.407 -5.947 -5.335  0.10
O 1.139 -5.366 -3.590  0.13
H 1.171 -5.043 -0.242  0.07
H 2.568 -5.863 -1.163  0.10
H 0.816 -6.298 -1.274  0.07
H 0.446 -3.853 -2.360  0.12
H 3.393 -3.785 -2.038  0.13
H 2.227 -2.695 -2.921  0.13

Calculated values
total charge: 0
calculated total energy: -84930.1682 eV
Kohn-Sham gap: 0.3528 hartree
lowest unoccupied orbital energy: -0.57 eV
energy above the lowest of the compared OMol25 structures with the same formula, charge and spin: 116.8 kcal/mol
2S+1: 1
highest occupied orbital energy: -10.17 eV

***

ORCA calculation (wB97M-V/def2-TZVPD) on a structure of composition C28H39BF3FeN6O3S4 in a non-equilibrium geometry.

Last column: Löwdin charge in e.
Element x y z (Å)
Fe 2.053 3.027 0.043  0.22
C 2.415 0.982 4.501  -0.03
C 1.924 0.308 3.260  -0.22
C 2.085 -1.038 3.054  0.13
C 1.654 -1.621 1.838  -0.16
N 1.070 -0.903 0.920  0.20
N 0.887 0.404 1.102  0.03
B 0.333 1.176 -0.018  -0.45
N -0.822 2.135 0.256  0.01
N -1.789 1.322 0.671  0.20
C -2.969 1.798 0.988  -0.16
C -3.225 3.178 0.838  0.12
C -2.233 4.031 0.420  -0.21
C -2.441 5.504 0.311  -0.04
C -0.962 3.471 0.136  -0.55
S 0.363 4.484 -0.299  0.80
C -3.986 0.787 1.481  -0.54
C -4.332 -0.128 0.292  -0.02
C -5.255 1.467 1.993  -0.04
C -3.352 -0.039 2.612  -0.03
N 0.392 0.601 -1.423  0.06
N -0.249 -0.545 -1.565  0.22
C -0.297 -1.128 -2.747  -0.15
C 0.356 -0.555 -3.856  0.12
C 1.033 0.634 -3.727  -0.20
C 1.756 1.274 -4.863  -0.03
C 1.024 1.229 -2.443  -0.46
S 1.823 2.726 -2.206  0.98
C -1.078 -2.424 -2.845  -0.53
C -0.234 -3.529 -2.184  -0.02
C -1.360 -2.804 -4.300  -0.04
C -2.405 -2.268 -2.088  -0.04
C 1.352 1.053 2.217  -0.52
S 1.376 2.770 2.230  0.86
C 1.809 -3.104 1.540  -0.53
C 0.395 -3.698 1.420  -0.03
C 2.573 -3.842 2.638  -0.05
C 2.577 -3.236 0.213  -0.02
H 2.660 0.245 5.262  0.10
H 1.671 1.673 4.894  0.09
H 3.315 1.561 4.280  0.10
H 2.578 -1.640 3.804  0.13
H -4.205 3.572 1.069  0.13
H -3.461 5.776 0.567  0.10
H -2.221 5.855 -0.699  0.10
H -1.759 6.030 0.983  0.10
H -4.797 0.443 -0.514  0.10
H -5.038 -0.895 0.613  0.10
H -3.436 -0.614 -0.091  0.05
H -5.791 1.979 1.192  0.09
H -5.035 2.179 2.792  0.10
H -5.923 0.710 2.400  0.10
H -2.449 -0.544 2.270  0.07
H -4.061 -0.790 2.957  0.10
H -3.097 0.602 3.459  0.10
H 0.324 -1.044 -4.819  0.13
H 1.565 0.747 -5.794  0.10
H 2.831 1.260 -4.665  0.11
H 1.468 2.319 -4.978  0.09
H 0.735 -3.635 -2.677  0.10
H -0.763 -4.478 -2.265  0.11
H -0.072 -3.306 -1.131  0.04
H -0.450 -3.081 -4.835  0.09
H -1.864 -2.000 -4.841  0.10
H -2.018 -3.672 -4.313  0.10
H -2.223 -2.028 -1.042  0.06
H -2.965 -3.200 -2.141  0.10
H -3.014 -1.477 -2.531  0.10
H -0.128 -3.644 2.378  0.10
H 0.457 -4.747 1.129  0.10
H -0.190 -3.154 0.679  0.05
H 2.057 -3.796 3.599  0.09
H 3.590 -3.460 2.751  0.10
H 2.648 -4.894 2.366  0.10
H 2.068 -2.688 -0.578  0.06
H 2.649 -4.287 -0.069  0.10
H 3.589 -2.838 0.314  0.10
F 4.224 3.867 -0.351  0.03
C 5.232 2.935 -0.065  -0.62
F 6.313 3.295 -0.684  0.22
F 5.401 2.968 1.246  0.17
S 4.507 1.292 -0.547  0.55
O 4.237 1.398 -1.961  -0.31
O 5.339 0.250 -0.075  -0.20
O 3.239 1.449 0.255  -0.44

Calculated values
⟨S²⟩: 8.8313
total charge: +2
calculated total energy: -131295.6894 eV
Kohn-Sham gap (spin up / spin down): 0.2484 / 0.2046 hartree
lowest unoccupied orbital energy (spin up / spin down): -7.46 / -9.18 eV
energy above the lowest of the compared OMol25 structures with the same formula, charge and spin: 28.9 kcal/mol
2S+1: 6
highest occupied orbital energy (spin up / spin down): -14.22 / -14.74 eV

***

ORCA calculation (wB97M-V/def2-TZVPD) on a structure of composition C28H39ClI2N7O4STc in a non-equilibrium geometry.

Last column: Löwdin charge in e.
Element x y z (Å)
Tc 0.219 0.051 0.679  1.54
C -4.934 -0.287 -0.105  -0.03
N -4.220 -0.584 1.138  -0.07
C -5.044 -0.566 2.348  -0.11
C -4.016 -0.432 3.463  -0.12
N -2.839 0.080 2.774  -0.08
C -2.188 1.238 3.356  -0.06
C -2.941 -0.180 1.439  -0.31
N -1.930 -0.191 0.595  -0.02
C -2.249 -0.723 -0.734  -0.22
C -1.046 -1.311 -1.436  -0.23
N 0.081 -0.374 -1.451  -0.03
C 0.914 -0.439 -2.467  -0.33
N 0.811 -1.262 -3.562  -0.06
C -0.378 -1.757 -4.246  -0.04
C 1.974 -1.101 -4.434  -0.11
C 2.942 -0.299 -3.584  -0.10
N 2.066 0.277 -2.577  -0.08
C 2.452 1.546 -1.990  -0.02
H -5.983 -0.142 0.144  0.10
H -4.884 -1.101 -0.827  0.09
H -4.571 0.630 -0.563  0.09
H -5.628 -1.481 2.424  0.13
H -5.733 0.284 2.322  0.13
H -3.785 -1.399 3.915  0.09
H -4.328 0.247 4.255  0.13
H -2.936 2.003 3.593  0.11
H -1.469 1.639 2.656  0.04
H -1.680 0.953 4.275  0.06
H -2.653 0.070 -1.363  0.10
H -2.975 -1.531 -0.650  0.11
H -1.396 -1.575 -2.424  0.07
H -0.719 -2.234 -0.945  0.06
H -0.737 -2.702 -3.840  0.10
H -0.100 -1.944 -5.280  0.09
H -1.185 -1.021 -4.256  0.10
H 1.692 -0.556 -5.340  0.13
H 2.367 -2.075 -4.724  0.13
H 3.454 0.478 -4.150  0.13
H 3.689 -0.935 -3.103  0.12
H 2.117 2.374 -2.623  0.11
H 3.539 1.581 -1.928  0.10
H 2.063 1.679 -0.993  0.01
I -0.701 -2.131 4.892  0.82
C -0.033 -3.716 3.646  -1.11
I 0.418 -3.145 1.624  1.00
H -0.803 -4.475 3.628  -0.04
H 0.885 -4.098 4.074  -0.04
O 2.010 -2.355 -0.662  -0.09
C 2.709 -1.503 -0.127  -0.59
N 2.230 -0.439 0.588  -0.23
S 3.451 0.266 1.483  0.65
O 3.485 -0.262 2.812  -0.26
O 3.377 1.688 1.306  -0.29
C 4.765 -0.517 0.589  -0.21
C 6.130 -0.364 0.700  -0.02
C 6.933 -1.254 -0.004  -0.04
C 6.371 -2.270 -0.771  -0.05
C 4.994 -2.416 -0.864  0.00
C 4.194 -1.522 -0.172  -0.15
H 6.549 0.416 1.321  0.13
H 8.009 -1.166 0.063  0.12
H 7.017 -2.962 -1.295  0.11
H 4.540 -3.206 -1.448  0.13
C 0.936 1.211 3.568  -0.21
O 0.385 0.409 2.561  -0.52
H 1.645 1.939 3.177  0.07
H 1.463 0.587 4.291  0.07
H 0.150 1.757 4.105  0.07
Cl -5.267 3.902 -1.976  0.68
C -3.714 3.484 -1.330  -0.69
C -3.453 3.670 0.020  -0.10
C -2.228 3.288 0.538  -0.05
C -1.249 2.691 -0.260  -0.29
C 0.042 2.215 0.303  -0.13
C -1.518 2.580 -1.627  -0.06
C -2.735 2.964 -2.163  -0.10
H -4.206 4.120 0.654  0.11
H -2.020 3.482 1.583  0.11
H 0.244 2.679 1.268  0.07
H 0.847 2.489 -0.377  0.04
H -0.754 2.174 -2.279  0.10
H -2.932 2.860 -3.222  0.11

Calculated values
⟨S²⟩: 3.8051
total charge: +1
calculated total energy: -90041.2073 eV
Kohn-Sham gap (spin up / spin down): 0.2931 / 0.2797 hartree
lowest unoccupied orbital energy (spin up / spin down): -2.99 / -3.26 eV
2S+1: 4
highest occupied orbital energy (spin up / spin down): -10.97 / -10.87 eV